Density functional theory data (ωB97M-V/def2-TZVPD) for C8H14O2Si in the gas phase.

Each line ends with the natural charge from an NBO analysis.
Atoms and positions in Å:
1 C 0.30 -1.23 -2.09  -0.2497
2 O 0.37 0.02 -1.50  -0.5416
3 C 1.37 0.36 -0.65  -0.0236
4 C 1.24 1.88 -0.50  0.5963
5 O 2.17 2.63 -0.34  -0.5311
6 C -0.15 2.27 -0.26  -0.5295
7 C -0.92 1.42 0.77  -0.6397
8 Si -2.56 0.62 0.18  0.9094
9 C 0.09 0.19 1.37  -0.1496
10 C 1.18 -0.27 0.79  -0.0226
11 C 2.19 -1.19 1.34  -0.6634
12 H 1.28 -1.46 -2.64  0.1708
13 H -0.64 -1.27 -2.70  0.2086
14 H 0.29 -2.16 -1.36  0.1651
15 H 2.41 0.09 -0.94  0.1844
16 H -0.26 3.36 -0.03  0.2372
17 H -0.61 2.16 -1.28  0.2478
18 H -1.01 2.16 1.61  0.2524
19 H -2.52 -0.83 0.42  -0.1573
20 H -2.65 0.97 -1.21  -0.1767
21 H -3.76 1.22 0.69  -0.1738
22 H -0.17 -0.16 2.33  0.1905
23 H 1.56 -1.90 1.94  0.2384
24 H 2.81 -0.70 2.22  0.2319
25 H 2.79 -1.44 0.48  0.2258

## Properties
* energy relative to the best compared isomer or geometry (same formula, charge and spin): 108.1 kcal per mole
* LUMO level: 0.766 eV
* electronic energy: -753.0817 Eh
* molecular weight: 170.284 g mol⁻¹
* orbital gap: 9.74 eV
* largest force on an atom: 0.0632 Eh/bohr
* SMILES: CO[C@H]1C(=O)C[C@@H]([SiH3])C=C1C